Run a
Here is a cluster of 2 separate species, C3H7N in total from the Open Molecules 2025 dataset. Energies are from wB97M-V/def2-TZVPD.

The geometry in ORCA input format:
```
! wB97M-V def2-TZVPD RIJCOSX def2/J DEFGRID3
* xyz 0 1
C 0.191 1.349 -1.143
C 0.508 2.555 -1.608
H -0.277 1.090 -0.205
H 0.673 0.522 -1.649
H 0.292 3.444 -1.023
H 0.892 2.780 -2.593
C -0.432 -2.593 1.311
N -0.691 -1.567 1.988
H -0.195 -2.405 0.262
H -0.273 -3.617 1.652
H -0.687 -1.559 3.008
*
```

The SMILES is C=C.C=N. As for the LUMO energy: 0.045 Eh.

Charges computed using natural (NBO), reported in e: -0.3886, -0.3828, 0.2093, 0.1831, 0.1835, 0.1938, -0.0325, -0.6146, 0.1572, 0.1437, 0.3477

=====

Run b
Here is the molecule C3H7N from the Open Molecules 2025 dataset. Energies are from wB97M-V/def2-TZVPD.

The geometry in ORCA input format:
```
! wB97M-V def2-TZVPD RIJCOSX def2/J DEFGRID3
* xyz 0 1
C -0.452 -0.230 0.212
C 1.059 -0.525 0.292
C 0.304 -0.226 -1.069
H -1.677 1.498 -0.006
H -0.826 1.078 1.387
H -1.084 -1.097 0.443
H 1.560 0.260 0.744
H 1.485 -1.561 0.639
H -0.086 -1.053 -1.814
H 0.558 0.860 -1.284
N -0.839 0.996 0.456
*
```

The SMILES is NC1CC1. As for the LUMO energy: 0.047 Eh.

Charges computed using natural (NBO), reported in e: -0.0811, -0.4247, -0.4407, 0.3777, 0.3522, 0.1625, 0.2061, 0.2184, 0.2299, 0.2403, -0.8405

=====

run a takes first place; second place is 50.4 kJ/mol up.

=====

Run a
Here is the molecule C5H12O from the Open Molecules 2025 dataset. Energies are from wB97M-V/def2-TZVPD.

The geometry in ORCA input format:
```
! wB97M-V def2-TZVPD RIJCOSX def2/J DEFGRID3
* xyz 0 1
C 1.876 -0.418 -0.836
C 0.816 -0.754 0.208
C -0.615 0.178 -0.038
C -1.742 -0.748 0.434
C -0.476 1.455 0.810
O -0.758 0.521 -1.393
H 2.262 -1.259 -1.416
H 2.689 0.219 -0.476
H 1.398 0.210 -1.693
H 1.115 -0.502 1.236
H 0.542 -1.823 0.181
H -1.459 -1.141 1.419
H -1.836 -1.587 -0.264
H -2.728 -0.279 0.537
H -0.347 1.195 1.866
H -1.327 2.147 0.735
H 0.413 1.999 0.469
H 0.179 0.588 -1.781
*
```

The SMILES is CCC(C)(C)O. As for the LUMO energy: 0.036 Eh.

Charges computed using natural (NBO), reported in e: -0.5844, -0.4374, 0.2924, -0.6298, -0.6416, -0.7242, 0.2250, 0.2198, 0.1432, 0.2092, 0.2093, 0.2072, 0.2182, 0.2129, 0.2039, 0.2182, 0.2054, 0.4527

=====

Run b
Here is the molecule C5H12O from the Open Molecules 2025 dataset. Energies are from wB97M-V/def2-TZVPD.

The geometry in ORCA input format:
```
! wB97M-V def2-TZVPD RIJCOSX def2/J DEFGRID3
* xyz 0 1
C -1.502 1.293 -0.252
C -0.773 -0.024 -0.024
C -1.500 -1.221 -0.574
C 1.444 0.878 0.310
C 2.190 -0.233 1.000
O 0.534 0.072 -0.748
H -1.027 2.113 0.291
H -1.504 1.531 -1.318
H -2.547 1.205 0.071
H -0.562 -0.139 1.051
H -0.924 -2.136 -0.395
H -2.471 -1.331 -0.083
H -1.658 -1.091 -1.647
H 2.115 1.410 -0.373
H 2.893 0.258 1.682
H 2.791 -0.922 0.365
H 1.547 -0.869 1.633
H 0.954 -0.794 -0.989
*
```

As for the LUMO energy: 0.027 Eh.

Charges computed using natural (NBO), reported in e: -0.6390, 0.1207, -0.6485, -0.3322, -0.7010, -0.5499, 0.2552, 0.2126, 0.2125, 0.2143, 0.2097, 0.2303, 0.2142, 0.1326, 0.2359, 0.1511, 0.1837, 0.4976

=====

run a takes first place; second place is 307.9 kJ/mol up.

=====

Run a
Here is the molecule C6H6O from the Open Molecules 2025 dataset. Energies are from wB97M-V/def2-TZVPD.

The geometry in ORCA input format:
```
! wB97M-V def2-TZVPD RIJCOSX def2/J DEFGRID3
* xyz 0 1
C 2.944 0.627 -0.152
C 1.770 0.390 -0.292
C 0.387 0.091 -0.243
C -0.520 0.926 0.266
C -1.766 0.189 0.488
O -1.440 -1.176 0.426
C -0.234 -1.297 -0.335
H 3.986 0.828 -0.084
H -2.169 0.662 -0.459
H -0.506 1.997 0.397
H -2.368 0.384 1.387
H 0.416 -2.073 0.086
H -0.522 -1.606 -1.353
*
```

The SMILES is C#CC1=CCOC1. As for the LUMO energy: 0.034 Eh.

Charges computed using natural (NBO), reported in e: -0.2139, -0.0311, -0.1587, -0.1283, -0.1087, -0.5072, -0.0743, 0.2352, 0.1753, 0.2270, 0.2096, 0.1973, 0.1778

=====

Run b
Here is the molecule C6H6O from the Open Molecules 2025 dataset. Energies are from wB97M-V/def2-TZVPD.

The geometry in ORCA input format:
```
! wB97M-V def2-TZVPD RIJCOSX def2/J DEFGRID3
* xyz 0 1
C 2.203 -1.105 0.604
C 1.850 0.042 0.019
C 0.474 0.315 -0.144
C -0.430 1.318 0.195
C -1.802 0.887 -0.158
O -1.617 -0.417 -0.786
C -0.348 -0.649 -0.781
H 3.233 -1.440 0.692
H -0.217 2.231 0.735
H -2.461 0.707 0.699
H -2.341 1.489 -0.897
H -0.014 -1.583 -1.223
H 1.470 -1.794 1.046
*
```

As for the LUMO energy (alpha / beta): -0.033 / -0.002 Eh.

Charges computed using natural (NBO), reported in e: -0.5014, 0.0146, -0.2459, -0.2644, -0.1078, -0.4175, 0.3091, 0.1961, 0.2237, 0.2035, 0.2034, 0.2073, 0.1792

=====

Run c
Here is a structure of composition C6H6O from the Open Molecules 2025 dataset. Energies are from wB97M-V/def2-TZVPD.

The geometry in ORCA input format:
```
! wB97M-V def2-TZVPD RIJCOSX def2/J DEFGRID3
* xyz 0 1
O 2.040 -1.022 -0.190
C 1.371 0.104 0.303
C -0.058 0.260 -0.310
C -0.840 -0.930 -0.374
C -1.405 -1.916 -0.812
C -0.722 1.472 0.186
C -1.216 2.457 0.682
H 1.491 -1.792 0.014
H 1.290 0.071 1.409
H 1.992 0.977 0.072
H -0.306 -0.225 -1.507
H -1.954 -2.787 -0.575
H -1.682 3.330 1.101
*
```

As for the LUMO energy: 0.026 Eh.

Charges computed using natural (NBO), reported in e: -0.7004, -0.0388, -0.3756, -0.0923, -0.2715, -0.0264, -0.2040, 0.4728, 0.1714, 0.1970, 0.3880, 0.2369, 0.2429

=====

run a takes first place; second place is 158.4 kJ/mol up.

=====

Run a
Here is the molecule C6H6O from the Open Molecules 2025 dataset. Energies are from wB97M-V/def2-TZVPD.

The geometry in ORCA input format:
```
! wB97M-V def2-TZVPD RIJCOSX def2/J DEFGRID3
* xyz 0 1
O 0.069 -1.444 1.761
C 0.405 -0.967 0.471
C -0.879 -0.778 -0.403
C -1.000 0.497 -1.110
C -1.112 1.546 -1.689
C 1.235 0.245 0.536
C 1.905 1.243 0.583
H -0.253 -0.690 2.274
H 1.009 -1.767 0.035
H -1.732 -0.903 0.273
H -0.942 -1.597 -1.126
H -1.196 2.481 -2.198
H 2.492 2.135 0.593
*
```

The SMILES is C#CC[C@H](O)C#C. As for the LUMO energy: 0.033 Eh.

Charges computed using natural (NBO), reported in e: -0.6888, 0.0348, -0.4978, -0.0127, -0.2315, -0.0396, -0.2150, 0.4706, 0.2114, 0.2488, 0.2429, 0.2368, 0.2401

=====

Run b
Here is the molecule C6H6O from the Open Molecules 2025 dataset. Energies are from wB97M-V/def2-TZVPD.

The geometry in ORCA input format:
```
! wB97M-V def2-TZVPD RIJCOSX def2/J DEFGRID3
* xyz 0 1
C -1.351 -0.204 -0.117
C -0.976 1.177 0.172
C 0.249 1.346 -0.020
C 0.934 -0.044 -0.319
C 0.671 -1.139 0.635
C -0.186 -1.023 -0.577
H -1.656 2.158 0.147
H 0.668 2.486 -0.026
H 1.803 0.220 -0.990
H 1.681 -1.735 0.807
H 0.460 -0.765 1.572
H 0.201 -1.785 -1.320
O -2.497 -0.693 0.036
*
```

The SMILES is O=C1C=C[C@H]2C[C@@H]12. As for the LUMO energy: 0.016 Eh.

Charges computed using natural (NBO), reported in e: 0.5338, -0.3574, -0.0939, -0.2745, -0.3969, -0.3366, 0.2437, 0.2297, 0.2345, 0.2349, 0.2251, 0.2808, -0.5231

=====

Run c
Here is the molecule C6H6O from the Open Molecules 2025 dataset. Energies are from wB97M-V/def2-TZVPD.

The geometry in ORCA input format:
```
! wB97M-V def2-TZVPD RIJCOSX def2/J DEFGRID3
* xyz 0 1
C 2.590 -0.715 0.297
C 1.351 -0.226 0.498
C 0.733 0.945 0.876
C -0.444 1.481 0.696
C -1.354 0.719 -0.283
O -0.761 -0.475 -0.717
C 0.045 -1.113 0.234
H 2.646 -1.534 -0.432
H -0.876 2.266 1.306
H -2.274 0.505 0.286
H -1.613 1.287 -1.180
H 0.347 -2.057 -0.218
H -0.476 -1.272 1.187
*
```

As for the LUMO energy (alpha / beta): -0.025 / -0.033 Eh.

Charges computed using natural (NBO), reported in e: -0.0689, -0.3002, 0.1525, -0.3378, -0.0871, -0.4971, -0.0296, 0.1576, 0.2379, 0.1797, 0.2070, 0.2056, 0.1805

=====

run b takes first place; second place is 16.8 kJ/mol up.

=====

Run a
Here is the molecule C6H6O from the Open Molecules 2025 dataset. Energies are from wB97M-V/def2-TZVPD.

The geometry in ORCA input format:
```
! wB97M-V def2-TZVPD RIJCOSX def2/J DEFGRID3
* xyz 0 1
O 0.559 -0.577 2.241
C 1.220 -0.284 1.032
C -1.893 -1.161 -1.499
C -1.181 -0.110 -1.212
C -0.408 0.901 -0.884
C 0.671 0.683 0.061
C 1.740 1.066 0.713
H 0.032 0.200 2.475
H 1.727 -1.195 0.713
H -2.774 -1.422 -0.917
H -1.613 -1.817 -2.319
H -0.562 1.889 -1.312
H 2.482 1.828 0.908
*
```

The SMILES is C=C=CC1=C[C@H]1O. As for the LUMO energy: 0.032 Eh.

Charges computed using natural (NBO), reported in e: -0.7156, 0.0648, -0.4837, 0.1662, -0.3526, -0.0186, -0.2184, 0.4612, 0.1679, 0.2330, 0.2319, 0.2404, 0.2235

=====

Run b
Here is the molecule C6H6O from the Open Molecules 2025 dataset. Energies are from wB97M-V/def2-TZVPD.

The geometry in ORCA input format:
```
! wB97M-V def2-TZVPD RIJCOSX def2/J DEFGRID3
* xyz 0 1
O 1.447 0.892 1.930
C -0.337 -0.521 0.870
C -0.871 -0.135 -0.468
C 0.126 0.749 0.115
C 1.060 1.443 0.714
C -0.468 -0.973 -1.565
C -0.124 -1.726 -2.435
H 2.035 0.156 1.728
H 0.309 -1.403 0.952
H -0.942 -0.364 1.765
H -1.888 0.226 -0.454
H 1.583 2.371 0.508
H 0.145 -2.373 -3.234
*
```

The SMILES is C#C[C@H]1C/C1=C\O. As for the LUMO energy: 0.034 Eh.

Charges computed using natural (NBO), reported in e: -0.7183, -0.3947, -0.3094, -0.0754, 0.1257, -0.0061, -0.2196, 0.4750, 0.2134, 0.2254, 0.2559, 0.1920, 0.2363

=====

run a takes first place; second place is 88.6 kJ/mol up.

=====

Run a
Here is a cluster of 2 separate species, C3HN3O2 in total from the Open Molecules 2025 dataset. Energies are from wB97M-V/def2-TZVPD.

The geometry in ORCA input format:
```
! wB97M-V def2-TZVPD RIJCOSX def2/J DEFGRID3
* xyz 0 1
C 0.788 0.843 0.417
C 3.423 1.368 0.106
C 4.616 -1.961 1.136
N 4.333 -0.874 0.725
N 0.121 1.834 0.643
N 4.120 0.451 0.354
O 1.221 -0.180 0.129
O 3.006 2.425 -0.196
H 0.104 2.623 0.025
*
```

As for the LUMO energy: 0.011 Eh.

Charges computed using natural (NBO), reported in e: 0.8520, 0.8596, 0.3374, -0.3625, -0.7675, -0.3396, -0.5051, -0.4995, 0.4253

=====

Run b
Here is a cluster of 2 separate species, C3HN3O2 in total from the Open Molecules 2025 dataset. Energies are from wB97M-V/def2-TZVPD.

The geometry in ORCA input format:
```
! wB97M-V def2-TZVPD RIJCOSX def2/J DEFGRID3
* xyz 0 1
C 0.807 1.098 -0.835
C -1.010 -0.546 -0.883
C 0.054 0.031 -0.156
N 1.480 1.871 -1.316
N -1.860 -1.112 -1.404
N -0.095 0.018 1.394
O 0.012 1.066 1.931
O -0.193 -1.077 1.785
H 0.805 -1.351 -0.517
*
```

As for the LUMO energy: -0.067 Eh.

Charges computed using natural (NBO), reported in e: 0.2284, 0.1925, -0.2747, -0.2067, -0.2268, 0.5761, -0.3088, -0.3099, 0.3298

=====

run a takes first place; second place is 316.9 kJ/mol up.